1.
A molecular structure, C15H29N8OPtS at a distorted geometry, computed with the ωB97M-V functional and the def2-TZVPD basis.

```
55
Properties=species:S:1:pos:R:3
Pt -0.3970 -0.2686 0.2774
N -0.7724 -3.5910 -1.1549
C 0.1564 -3.3898 -2.3573
C -0.3454 -2.2731 -3.2699
C -0.0269 -0.8414 -2.8182
N -1.0009 -0.4063 -1.7549
C 1.4250 -0.6800 -2.3706
C 1.8991 -1.7500 -1.3952
N 1.3506 -1.4559 -0.0221
C 1.5855 -3.1576 -1.8917
H -1.7471 -3.6777 -1.4548
H -0.7103 -2.8180 -0.4763
H -0.5402 -4.4610 -0.6668
H 0.0978 -4.3417 -2.8839
H -1.4161 -2.3849 -3.4716
H 0.1350 -2.4340 -4.2375
H -0.1765 -0.1936 -3.6813
H -1.8031 -1.0295 -1.7952
H -1.3888 0.5042 -1.9953
H 1.5694 0.3192 -1.9503
H 2.0550 -0.7306 -3.2609
H 2.9844 -1.6861 -1.3014
H 1.8774 -0.6238 0.2674
H 1.6488 -2.1561 0.6555
H 1.9073 -3.9199 -1.1763
H 2.2082 -3.3172 -2.7757
C -1.8869 4.6826 -0.4662
N -2.3315 3.3922 0.0881
C -3.5419 3.2465 0.6749
C -3.9559 2.0657 1.1904
C -3.0719 0.9662 1.1101
N -1.8804 1.1018 0.4952
C -1.4609 2.3280 -0.0158
O -0.3710 2.4353 -0.5535
N -3.3893 -0.2170 1.6328
H -2.6614 5.4198 -0.2793
H -1.7175 4.5848 -1.5353
H -0.9620 4.9876 0.0154
H -4.1596 4.1337 0.7126
H -4.9191 1.9731 1.6669
H -4.2511 -0.3330 2.1418
H -2.7107 -0.9597 1.6711
C 2.1704 2.3455 1.8938
N 2.4878 1.1383 2.6622
C 3.6801 0.9305 3.3274
C 3.5585 -0.2199 4.0284
N 2.2975 -0.6990 3.7632
C 1.6411 0.1354 2.9390
S -0.0499 0.0087 2.5536
H 3.0842 2.7112 1.4335
H 1.7715 3.1042 2.5645
H 1.4351 2.1154 1.1264
H 4.5012 1.6223 3.2519
H 4.2466 -0.7232 4.6849
H 1.8716 -1.5124 4.1834
```

Summary:
HOMO-LUMO gap ... 8.717 eV
Energy ... -44054.864 eV
LUMO ... -8.42 eV
Charge ... +3


2.
C15H30O4 in the gas phase, computed with the ωB97M-V functional and the def2-TZVPD basis.

```
49
Properties=species:S:1:pos:R:3
C 4.2130 6.9405 -1.8316
C 3.1813 5.8193 -1.8735
C 3.0319 5.0818 -0.5417
C 4.2468 4.2250 -0.1919
C 4.1334 3.5395 1.1713
C 2.9709 2.5554 1.3120
C 3.0478 1.3786 0.3420
C 1.9355 0.3638 0.5973
C 2.0031 -0.8083 -0.3794
C 0.9560 -1.8872 -0.1074
H 1.0008 -2.1921 0.9394
H 1.1801 -2.7640 -0.7189
C -0.4675 -1.4210 -0.4238
C -1.4740 -2.4850 -0.0749
O -1.4757 -3.1232 0.9514
O -2.3751 -2.6411 -1.0465
C -3.3980 -3.6137 -0.8594
H -3.0352 -4.4085 -0.1977
H -3.6110 -4.0312 -1.8450
C -4.6967 -3.0099 -0.2805
O -5.6587 -4.0251 -0.1724
H -5.5087 -4.4637 0.6787
C -4.4732 -2.3584 1.0977
O -4.0462 -3.3031 2.0416
H -3.0939 -3.4570 1.9122
H -3.7751 -1.5164 1.0129
H -5.4349 -1.9775 1.4531
H -5.0877 -2.2637 -0.9804
H -0.7058 -0.5427 0.1804
H -0.5759 -1.1608 -1.4766
H 2.9929 -1.2645 -0.3073
H 1.8851 -0.4388 -1.4007
H 2.0168 -0.0143 1.6189
H 0.9731 0.8714 0.5064
H 2.9655 1.7396 -0.6846
H 4.0184 0.8879 0.4463
H 2.9774 2.1671 2.3339
H 2.0238 3.0795 1.1725
H 5.0669 3.0056 1.3671
H 4.0280 4.3088 1.9406
H 5.1367 4.8568 -0.1710
H 4.3975 3.4760 -0.9715
H 2.8614 5.8097 0.2553
H 2.1488 4.4432 -0.6028
H 3.4547 5.1033 -2.6523
H 2.2127 6.2467 -2.1447
H 5.2111 6.5499 -1.6515
H 3.9725 7.6485 -1.0413
H 4.2264 7.4760 -2.7784
```

Summary:
HOMO-LUMO gap ... 10.759 eV
Energy ... -24232.482 eV
SMILES string ... CCCCCCCCCCCC(=O)OC[C@@H](O)CO
LUMO ... 0.76 eV
ΔE to the lowest compared entry with this formula, charge and spin ... 0.0572 eV
Charge ... 0


3.
A molecular structure, C36H42AsBiN2O6S7, computed with the ωB97M-V functional and the def2-TZVPD basis.

```
95
Properties=species:S:1:pos:R:3
Bi -1.4757 -0.7485 0.3776
O -4.6654 -4.4909 -0.2221
C -3.8867 -5.0788 -1.1327
C -4.2564 -6.3827 -1.4891
C -3.5291 -7.1027 -2.4139
C -2.4070 -6.5405 -3.0146
C -2.0537 -5.2455 -2.6819
C -2.7759 -4.4957 -1.7566
C -2.3558 -3.0970 -1.4607
O -2.5212 -2.6993 -0.2577
N -1.8487 -2.4415 -2.4708
N -1.3888 -1.1863 -2.0907
C -0.9633 -0.4698 -3.0621
C -0.3513 0.8460 -3.0182
C 0.1449 1.3164 -4.2409
C 0.7646 2.5394 -4.3835
C 0.8874 3.3451 -3.2436
C 0.4072 2.9271 -2.0281
C -0.2356 1.6613 -1.8462
O -0.6487 1.3355 -0.6860
H -4.3558 -3.6209 0.0990
H -5.1310 -6.7999 -1.0097
H -3.8362 -8.1118 -2.6653
H -1.8238 -7.1000 -3.7347
H -1.1979 -4.7721 -3.1435
H -1.0514 -0.9140 -4.0597
H 0.0318 0.6732 -5.1096
H 1.1345 2.8668 -5.3461
H 1.3657 4.3165 -3.3197
H 0.5008 3.5454 -1.1441
O 1.2916 0.2470 1.2238
S 1.9497 1.5261 0.8074
C 3.3743 0.9906 -0.2336
C 3.7764 -0.4519 0.0304
C 2.8624 -1.4288 -0.7130
C 3.0555 -2.8529 -0.2378
S 1.7069 -3.9596 -0.7254
O 0.4407 -3.2619 -0.3848
C 1.9150 -3.7948 -2.4992
C 2.9324 -4.4741 -3.1548
C 3.0720 -4.3221 -4.5247
C 2.1886 -3.5087 -5.2247
C 1.1655 -2.8509 -4.5586
C 1.0214 -2.9906 -3.1857
C 2.9156 2.0060 2.2457
C 3.6013 3.2112 2.2522
C 4.2704 3.6083 3.3961
C 4.2405 2.8075 4.5333
C 3.5408 1.6121 4.5188
C 2.8674 1.2087 3.3724
H 4.1816 1.6951 -0.0361
H 3.0480 1.1243 -1.2674
H 3.7291 -0.6483 1.1040
H 4.8162 -0.6024 -0.2800
H 3.0458 -1.3638 -1.7903
H 1.8256 -1.1466 -0.5334
H 3.0312 -2.9042 0.8532
H 3.9824 -3.3092 -0.5952
H 3.6058 -5.1166 -2.6012
H 3.8632 -4.8436 -5.0488
H 2.2947 -3.3977 -6.2955
H 0.4696 -2.2267 -5.1019
H 0.2217 -2.5039 -2.6460
H 3.5924 3.8431 1.3729
H 4.7990 4.5539 3.4115
H 4.7472 3.1297 5.4343
H 3.5007 0.9950 5.4072
H 2.2806 0.3000 3.3407
S -5.8103 -2.0395 1.5853
As -4.4617 -0.4721 1.9860
S -3.6782 0.4070 0.0377
S -2.5431 -1.2138 2.8138
S -5.2178 1.1289 3.1591
C -3.8674 5.2247 1.8791
C -2.5079 5.9061 1.7607
C -1.4459 5.2447 2.6285
S -0.9921 3.6128 1.9545
O 0.4832 3.4542 2.2321
C -1.8643 2.5286 3.1293
C -0.9662 1.9966 4.2307
C -0.7147 2.9990 5.3500
H -4.5910 5.6682 1.1946
H -4.2623 5.3113 2.8934
H -3.8092 4.1611 1.6428
H -2.5890 6.9608 2.0429
H -2.1788 5.8767 0.7186
H -1.7879 5.1339 3.6581
H -0.5021 5.7918 2.6227
H -2.2705 1.7188 2.5317
H -2.7201 3.0789 3.5161
H -0.0104 1.6965 3.7958
H -1.4505 1.0940 4.6080
H -0.1568 3.8628 4.9841
H -0.1289 2.5465 6.1536
H -1.6568 3.3472 5.7800
```

Summary:
HOMO-LUMO gap ... 5.306 eV
Energy ... -195807.386 eV
LUMO ... 3.51 eV
ΔE to the lowest compared entry with this formula, charge and spin ... 1.0480 eV
Charge ... -2


4.
A molecular structure, C12H33KNO12P at a distorted geometry, computed with the ωB97M-V functional and the def2-TZVPD basis.

```
60
Properties=species:S:1:pos:R:3
K 19.5276 23.1573 -6.8625
P 15.2254 26.8176 -4.5453
O 16.5908 27.2056 -5.0494
O 15.0209 25.3069 -4.8534
O 14.2789 27.7668 -5.3945
O 14.9231 27.2034 -3.0381
C 22.2518 28.6182 -2.3029
C 22.7474 28.7398 -3.8745
O 22.0421 27.9059 -4.7031
O 20.9079 29.0847 -2.2278
H 23.0175 29.1438 -1.7323
H 22.5120 27.6301 -1.9235
H 23.8330 28.7080 -3.9672
H 22.4450 29.7776 -4.0149
H 21.1288 28.1050 -4.4845
H 20.4988 28.5912 -2.9423
C 19.7745 20.5332 -13.0122
C 20.5830 19.2155 -12.6865
O 20.0569 18.5990 -11.5180
O 19.9449 21.5130 -11.9918
H 18.7237 20.2450 -13.0391
H 20.1592 20.9688 -13.9344
H 21.6334 19.4398 -12.5007
H 20.4581 18.4432 -13.4455
H 19.6521 19.3532 -11.0833
H 20.5723 22.2237 -12.1433
C 14.0507 19.5020 -8.6830
C 13.2588 20.6191 -9.3392
O 12.5701 21.5496 -8.4697
O 15.0846 20.1436 -7.8783
H 14.5327 18.9770 -9.5077
H 13.4321 18.7885 -8.1387
H 12.3939 20.4073 -9.9678
H 13.9178 21.2121 -9.9734
H 13.1462 21.8754 -7.7743
H 14.7612 20.8795 -7.3534
C 29.3916 21.0185 -7.3628
O 28.0152 20.9517 -7.4336
C 27.5194 22.2944 -7.8285
C 26.0005 22.3391 -7.5467
N 25.4429 21.4490 -6.5144
C 25.9285 21.6639 -5.0754
C 25.6426 20.4497 -4.2832
O 26.0351 20.4759 -2.8726
C 25.8344 19.2302 -2.3120
H 29.8223 21.1587 -8.3543
H 29.7306 20.0330 -7.0437
H 29.7530 21.8328 -6.7349
H 27.7316 22.6754 -8.8274
H 28.0005 23.0267 -7.1801
H 25.6584 21.9450 -8.5036
H 25.5824 23.3437 -7.4830
H 25.9962 20.6268 -6.7089
H 25.3395 22.5401 -4.8043
H 27.0113 21.7894 -5.0791
H 26.0675 19.5729 -4.7717
H 24.5528 20.4439 -4.2611
H 24.7932 18.9234 -2.2120
H 26.2661 19.0658 -1.3248
H 26.2009 18.3721 -2.8754
```

Summary:
HOMO-LUMO gap ... 1.848 eV
Energy ... -64644.502 eV
LUMO ... 3.06 eV
ΔE to the lowest compared entry with this formula, charge and spin ... 9.8699 eV
Charge ... -2


5.
5 unconnected molecules or ions with the total composition C30H64N2O10P2 at a distorted geometry, computed with the ωB97M-V functional and the def2-TZVPD basis.

```
108
Properties=species:S:1:pos:R:3
C 3.1498 3.4907 1.9690
C 3.0814 1.8502 1.9595
C 2.9235 1.2161 0.4554
C 3.1456 -0.4231 0.6156
C 1.6544 -1.0261 1.0567
C 1.7545 -2.0122 2.3779
C 0.2016 -2.4130 2.8096
C -0.6418 -3.0851 1.5330
C -1.8406 -2.0503 0.9943
C -3.2661 -2.6734 1.5006
C -4.5998 -2.1269 0.7330
N -4.4756 -0.8131 0.0210
C -4.2178 0.3691 0.9124
P -4.7579 1.9267 -0.1283
P -3.0908 3.3513 -0.2364
O -1.9480 2.9465 -1.2496
O -3.7714 4.8838 -0.8010
O -2.4059 3.6159 1.3665
C -5.0738 0.4254 2.3046
O -4.9816 1.8262 2.8228
C -3.8715 1.9633 3.7791
O -6.5253 0.1280 2.1412
N -7.0707 -0.1374 3.3687
O -7.0131 -1.3533 3.5878
H 4.2113 3.8631 2.3257
H 2.9855 3.8609 0.8495
H 2.3077 3.8655 2.6881
H 4.0158 1.3313 2.4886
H 2.1344 1.5314 2.5803
H 1.8125 1.4027 0.0963
H 3.6310 1.6929 -0.3580
H 3.9457 -0.6863 1.4613
H 3.4700 -0.8862 -0.4288
H 1.2383 -1.5641 0.0944
H 0.9278 -0.1424 1.3679
H 2.4208 -2.9585 2.1465
H 2.2967 -1.4505 3.2737
H 0.3172 -3.2913 3.6085
H -0.3475 -1.4996 3.2925
H -1.1492 -4.0584 1.9630
H 0.0737 -3.3642 0.6307
H -1.6249 -1.0304 1.5755
H -1.7687 -1.8320 -0.1568
H -3.2113 -3.8458 1.2807
H -3.4399 -2.6028 2.6781
H -5.5012 -2.2023 1.5026
H -4.8622 -2.9404 -0.1014
H -3.7113 -0.8809 -0.7037
H -3.0576 0.5466 1.1122
H -4.9309 1.4727 -1.5006
H -4.6762 4.9175 -0.3572
H -2.8710 4.4224 1.7766
H -4.5880 -0.2781 3.1327
H -2.8157 1.6859 3.3464
H -3.8560 3.0943 4.1512
H -4.0607 1.3004 4.7429
C -4.3139 7.2003 6.3894
C -5.5992 6.4327 6.2175
C -5.1753 5.3066 5.2999
O -3.7958 5.0354 5.5836
C -3.2834 6.0926 6.4064
H -4.2889 7.8196 7.2896
H -4.1504 7.8497 5.5211
H -5.9204 6.0263 7.1838
H -6.4175 7.0309 5.8090
H -5.2482 5.6023 4.2479
H -5.7672 4.3990 5.4490
H -3.1474 5.6930 7.4173
H -2.3111 6.4178 6.0259
C 2.2075 -0.2904 -4.6109
C 1.3493 -1.5247 -4.5076
C 1.9860 -2.2571 -3.3467
O 2.5351 -1.2587 -2.4756
C 2.5173 0.0022 -3.1591
H 1.7177 0.5443 -5.1188
H 3.1326 -0.5256 -5.1505
H 0.3214 -1.2414 -4.2521
H 1.3222 -2.1196 -5.4241
H 2.8093 -2.8962 -3.6833
H 1.2693 -2.8727 -2.7955
H 1.7347 0.6183 -2.7030
H 3.4789 0.5061 -3.0283
C 8.1582 -0.2218 -4.4683
C 8.1508 0.6986 -3.2752
C 6.8921 1.5062 -3.5058
O 5.9750 0.6559 -4.2080
C 6.6844 -0.5069 -4.6574
H 8.7521 -1.1274 -4.3211
H 8.5517 0.3085 -5.3437
H 8.0544 0.1113 -2.3544
H 9.0468 1.3192 -3.1928
H 7.0898 2.3785 -4.1377
H 6.4363 1.8478 -2.5721
H 6.3621 -1.3535 -4.0413
H 6.4275 -0.7159 -5.6995
C -0.1822 -6.6106 -4.7674
C 1.0231 -6.7191 -5.6653
C 1.9337 -5.6489 -5.1039
O 1.6481 -5.5531 -3.7016
C 0.4474 -6.2889 -3.4297
H -0.7953 -7.5151 -4.7434
H -0.8141 -5.7759 -5.0935
H 1.4872 -7.7051 -5.5453
H 0.7969 -6.5742 -6.7247
H 1.7251 -4.6729 -5.5548
H 2.9927 -5.8811 -5.2490
H 0.7293 -7.2021 -2.8943
H -0.2105 -5.6969 -2.7875
```

Summary:
HOMO-LUMO gap ... 7.935 eV
Energy ... -74169.299 eV
SMILES string ... CCCCCCCCCCCN[C@@H](PP(=O)(O)O)[C@@H](OC)ON=O.C1CCOC1.C1CCOC1.C1CCOC1.C1CCOC1
LUMO ... -0.87 eV
Charge ... 0


6.
A gas-phase ion, C15H29N2O2 (charge +1) at a distorted geometry, computed with the ωB97M-V functional and the def2-TZVPD basis.

```
48
Properties=species:S:1:pos:R:3
O 5.5429 -1.1963 -2.9243
O 1.9627 -0.5534 -0.5568
N 4.6692 -0.2923 -2.7160
C 2.4206 -0.1052 -1.5635
C 3.3424 -0.9810 -2.4598
C 2.2192 1.3655 -2.0193
C 0.8650 1.8584 -2.5283
C 0.0055 0.8219 -3.2576
C -0.7598 -0.1813 -2.3554
C -0.1436 -2.1362 2.2895
C 0.2905 -1.1224 3.3413
C -1.5890 0.4536 -1.2261
C -1.5560 -2.0587 1.8343
C 0.4724 0.2622 2.8713
C -2.5846 1.5515 1.3033
C -0.7933 0.2856 0.0743
C -2.3145 -0.7160 1.6708
C -0.7437 0.9384 2.3486
N -1.5857 0.4820 1.2827
H 2.8568 -1.4778 -3.3062
H 3.6155 -1.9116 -1.8817
H 2.5692 1.9422 -1.2718
H 2.8419 1.4862 -2.8720
H 0.3249 2.3301 -1.6765
H 0.9648 2.6998 -3.2133
H -0.7376 1.4142 -3.7940
H 0.5705 0.1963 -3.8708
H -1.5294 -0.8112 -2.9640
H -0.0229 -0.9611 -2.0356
H 0.5153 -2.1188 1.3984
H -0.0657 -3.1207 2.7518
H -0.4335 -1.1784 4.2138
H 1.3059 -1.3928 3.7893
H -1.7086 1.5227 -1.4111
H -2.5902 -0.0826 -1.1575
H -1.6228 -2.6631 0.8881
H -2.2063 -2.6657 2.5395
H 1.1140 0.0294 2.0605
H 1.0565 0.9272 3.5000
H -2.5253 2.1425 0.4159
H -2.4007 2.3592 2.0077
H -3.6643 1.2283 1.4648
H 0.1385 0.8540 0.1181
H -0.3417 -0.7065 0.1344
H -2.9313 -0.6894 2.5479
H -3.0198 -0.9420 0.8248
H -0.4755 1.9675 2.1392
H -1.3181 0.9454 3.2510
```

Summary:
HOMO-LUMO gap ... 9.023 eV
Energy ... -23089.107 eV
SMILES string ... C[N+]1(CCCCCCC(=O)CN=O)CCCCCC1
LUMO ... -3.19 eV
ΔE to the lowest compared entry with this formula, charge and spin ... 0.1082 eV
Charge ... +1


7.
A molecular structure, C29H31BrIN8O2Pt, computed with the ωB97M-V functional and the def2-TZVPD basis.

```
73
Properties=species:S:1:pos:R:3
Pt -0.9575 -1.1437 0.1777
N -1.5401 -0.9834 2.3070
N -2.8809 -1.4140 2.4495
C -3.4766 -2.0251 1.3804
N -4.7047 -2.4820 1.5948
N -2.7649 -2.1390 0.2677
N -3.1759 -3.1362 -0.6612
O -2.2947 -3.7628 -1.1652
O -4.3685 -3.2486 -0.8854
H -0.9722 -1.4401 3.0160
H -1.4965 0.0242 2.4629
H -3.4797 -0.8003 2.9901
H -5.0383 -2.5758 2.5387
H -5.2293 -2.8571 0.8191
C 4.6962 -2.3227 -0.5766
C 4.9457 -1.0479 -1.3337
C 5.9621 -0.9594 -2.2807
C 6.2045 0.2190 -2.9706
C 5.4298 1.3437 -2.7278
C 4.4070 1.2760 -1.7957
C 4.1716 0.0927 -1.1077
N 3.0894 0.0434 -0.1678
C 1.8327 -0.3475 -0.5009
N 1.6687 -0.8428 -1.7366
C 0.4518 -0.9644 -2.4534
C -0.7707 -1.0849 -1.8012
C -1.9169 -1.0887 -2.6030
C -1.8401 -1.0508 -3.9819
C -0.5998 -0.9979 -4.6013
C 0.5623 -0.9417 -3.8524
C 1.9067 -0.8466 -4.5249
N 0.8359 -0.2464 0.3506
C 1.1027 0.2797 1.6544
C 0.7947 1.6083 1.9244
C 0.9682 2.1197 3.2023
C 1.4503 1.2967 4.2096
C 1.7576 -0.0288 3.9358
C 1.5919 -0.5647 2.6602
C 1.9212 -2.0041 2.3710
H 5.3487 -3.1157 -0.9364
H 3.6632 -2.6604 -0.6837
H 4.8899 -2.1882 0.4895
H 6.5747 -1.8309 -2.4750
H 7.0029 0.2586 -3.6995
H 5.6176 2.2652 -3.2616
H 3.7800 2.1352 -1.5928
H 3.2380 0.3622 0.7765
H 2.5060 -0.8454 -2.2993
H -2.8979 -1.1067 -2.1427
H -2.7445 -1.0637 -4.5756
H -0.5318 -0.9802 -5.6818
H 1.7896 -0.8427 -5.6062
H 2.5516 -1.6946 -4.2739
H 2.4380 0.0704 -4.2513
H 0.4096 2.2263 1.1228
H 0.7281 3.1542 3.4079
H 1.5906 1.6857 5.2093
H 2.1377 -0.6655 4.7259
H 2.1564 -2.5390 3.2896
H 2.7820 -2.0877 1.7050
H 1.0943 -2.5107 1.8666
Br -5.5765 0.9631 2.7959
C -5.3391 2.7333 2.1469
C -6.2420 3.6849 2.5974
C -6.1447 4.9902 2.1453
C -5.1486 5.3402 1.2469
C -4.2473 4.3863 0.8035
C -4.3352 3.0729 1.2504
I -2.9273 1.7022 0.5351
H -7.0161 3.3988 3.2953
H -6.8511 5.7299 2.4962
H -5.0698 6.3570 0.8872
H -3.4704 4.6590 0.1025
```

Summary:
HOMO-LUMO gap ... 7.982 eV
Energy ... -127975.619 eV
LUMO ... -2.41 eV
ΔE to the lowest compared entry with this formula, charge and spin ... 0.0000 eV
Charge ... +1


no.,HOMO level (eV)
1,-17.1409
2,-10.0007
3,-1.7920
4,1.2116
5,-8.8012
6,-12.2126
7,-10.3896